a | The following is a quantum chemistry calculation of 2 unconnected molecules or ions with the total composition C5H14NOS, from OMol25.

Atoms and positions in Å:
C  1.240  0.020  -0.531
C  0.080  1.023  -0.541
S  -0.184  1.764  -2.239
C  1.200  -1.207  0.391
N  0.882  -1.037  1.799
C  -0.523  -0.869  2.202
C  -0.762  0.407  2.990
H  2.170  0.581  -0.374
H  1.334  -0.330  -1.554
H  0.286  1.879  0.093
H  -0.848  0.505  -0.311
H  2.165  -1.733  0.365
H  0.544  -1.961  -0.050
H  1.503  -0.369  2.229
H  -1.139  -0.869  1.300
H  -0.825  -1.791  2.712
H  -0.420  0.391  4.031
H  -0.144  1.189  2.562
H  -1.807  0.728  2.950
H  -0.613  -1.164  -1.648
H  -1.476  -1.117  -2.834
O  -1.251  -1.726  -2.110

As for the charge: -2. As for the expectation value of S²: 0.75. The HOMO-LUMO gap (spin up / spin down) is 1.94 / 6.07 eV. Its multiplicity is 2.

Atom charges from the Löwdin analysis, given in e for atoms 1 to 2:
1. C -0.328
2. C -0.735



b | The following is a quantum chemistry calculation of 2 unconnected molecules or ions with the total composition C5H14NOS, from OMol25.

Atoms and positions in Å:
C  0.540  -2.016  0.428
N  0.518  -0.576  0.711
C  0.292  0.274  -0.477
C  0.389  1.736  -0.061
S  0.510  2.893  -1.490
C  -1.060  -0.037  -1.126
C  1.279  -2.798  1.516
H  -0.489  -2.382  0.400
H  1.004  -2.227  -0.543
H  1.433  -0.336  1.076
H  1.069  0.074  -1.223
H  -0.502  2.016  0.496
H  1.227  1.801  0.644
H  -1.744  0.794  -1.030
H  -1.498  -0.913  -0.644
H  -0.941  -0.263  -2.185
H  2.163  -2.253  1.871
H  0.668  -2.967  2.409
H  1.636  -3.762  1.142
H  -1.665  3.384  -1.201
H  -2.350  3.735  0.121
O  -2.479  3.823  -0.834

As for the charge: -2. As for the expectation value of S²: 0.75. The HOMO-LUMO gap (spin up / spin down) is 2.12 / 6.41 eV. Its multiplicity is 2.

Atom charges from the Löwdin analysis, given in e for atoms 1 to 2:
1. C -0.400
2. N -0.069



The most stable of them is b.



a | The following is a quantum chemistry calculation of a molecular structure, C5H5O15Zn, from OMol25.

Atoms and positions in Å:
Zn  0.117  -0.155  -0.302
O  -3.323  1.408  0.738
C  -2.809  1.221  -0.516
O  -3.228  1.968  -1.412
O  -1.965  0.283  -0.637
H  -2.878  0.779  1.350
O  -0.631  1.387  -3.955
C  0.407  0.643  -3.428
O  1.225  0.171  -4.235
O  0.376  0.546  -2.179
H  -1.182  1.601  -3.185
O  3.339  0.819  1.104
C  2.307  1.774  1.152
O  1.329  1.522  0.410
O  2.510  2.737  1.895
H  2.932  0.053  0.664
O  -0.472  -0.887  3.874
C  -1.112  -0.485  2.715
O  -2.317  -0.148  2.855
O  -0.451  -0.527  1.678
H  -1.212  -1.127  4.439
O  2.117  -3.470  -0.645
C  1.374  -2.330  -0.539
O  1.924  -1.299  -0.096
O  0.168  -2.347  -0.875
H  1.456  -4.135  -0.873

As for the charge: -3. The HOMO-LUMO gap is 6.73 eV.

Atom charges from the Löwdin analysis, given in e for atoms 1 to 2:
1. Zn 0.768
2. O 0.027



b | The following is a quantum chemistry calculation of a molecular structure, C5H5O15Zn, from OMol25.

Atoms and positions in Å:
Zn  -38.089  -9.859  5.956
O  -38.150  -8.331  2.129
C  -39.154  -8.246  3.093
O  -40.163  -7.527  2.928
O  -39.027  -9.064  4.046
H  -37.718  -9.001  2.710
O  -41.402  -8.220  6.023
C  -40.536  -8.411  7.081
O  -40.995  -8.727  8.189
O  -39.292  -8.341  6.813
H  -40.637  -8.198  5.396
O  -41.110  -11.697  8.030
C  -39.911  -12.129  7.554
O  -39.244  -11.236  6.945
O  -39.453  -13.269  7.781
H  -41.079  -10.758  7.765
O  -36.098  -10.454  2.823
C  -36.247  -11.328  3.904
O  -35.359  -12.214  4.002
O  -37.183  -11.206  4.720
H  -35.363  -11.062  2.567
O  -34.566  -8.423  6.873
C  -35.802  -8.900  6.685
O  -36.385  -9.816  7.325
O  -36.536  -8.420  5.785
H  -34.540  -7.694  6.240

As for the charge: -3. The HOMO-LUMO gap is 6.79 eV.

Atom charges from the Löwdin analysis, given in e for atoms 1 to 2:
1. Zn 0.755
2. O 0.017



The most stable of them is a.



a | The following is a quantum chemistry calculation of 2 unconnected molecules or ions with the total composition C3H11NOS, from OMol25.

Atoms and positions in Å:
C  0.492  0.012  -0.882
N  0.198  -0.241  0.523
C  -0.976  0.498  1.008
C  -1.130  0.315  2.575
S  0.316  1.078  3.441
H  -0.404  -0.159  -1.502
H  1.352  -0.484  -1.361
H  0.690  1.097  -0.841
H  -0.251  -1.165  0.500
H  -0.734  1.552  0.769
H  -1.875  0.219  0.425
H  -2.031  0.870  2.903
H  -1.205  -0.715  2.973
H  1.347  0.441  2.847
O  1.034  -0.954  -4.424
H  1.469  -1.296  -5.238
H  1.707  -1.068  -3.716

As for the charge: 0. The HOMO-LUMO gap is 9.57 eV. As for the SMILES: CNCCS.O.

Atom charges from the Löwdin analysis, given in e for atoms 1 to 2:
1. C -0.141
2. N -0.173



b | The following is a quantum chemistry calculation of 3 unconnected molecules or ions with the total composition C3H11NOS, from OMol25.

Atoms and positions in Å:
C  -1.689  -0.322  0.451
C  -0.213  -0.734  0.486
C  0.658  0.006  1.490
S  3.426  0.104  -1.329
N  0.372  -0.751  -0.847
H  -2.185  -0.396  1.416
H  -2.169  -1.027  -0.237
H  -1.831  0.658  0.005
H  -0.250  -1.765  0.862
H  1.149  0.901  1.101
H  0.121  0.210  2.410
H  1.494  -0.658  1.744
H  0.341  -1.601  -1.392
H  1.379  -0.558  -0.815
H  0.260  1.368  -1.573
H  -0.356  2.611  -2.231
O  -0.506  1.954  -1.542

As for the charge: 0. The HOMO-LUMO gap is 5.04 eV.

Atom charges from the Löwdin analysis, given in e for atoms 1 to 2:
1. C -0.073
2. C -0.509



The most stable of them is a.



a | The following is a quantum chemistry calculation of 3 unconnected molecules or ions with the total composition C4H16N2O2, from OMol25.

Atoms and positions in Å:
C  1.159  -2.473  1.956
N  0.609  -1.316  1.278
C  -0.281  -1.744  0.151
C  -1.389  -0.699  0.038
C  -1.004  0.564  -0.641
N  -1.278  0.695  -2.113
H  1.543  -3.337  1.351
H  2.076  -2.214  2.481
H  0.503  -2.817  2.774
H  1.463  -0.897  0.874
H  -0.595  -2.800  0.220
H  0.296  -1.732  -0.781
H  -1.501  -0.401  1.099
H  -2.378  -1.096  -0.202
H  0.050  0.720  -0.412
H  -1.543  1.408  -0.176
H  -1.392  -0.190  -2.585
H  -2.152  1.209  -2.165
O  -0.567  3.284  0.537
H  -0.705  2.643  1.244
H  0.283  3.035  0.162
O  2.235  1.036  -1.060
H  1.424  1.200  -1.538
H  3.013  1.595  -1.143

As for the charge: 0. The HOMO-LUMO gap is 9.85 eV. As for the SMILES: CNCCCN.O.O.

Atom charges from the Löwdin analysis, given in e for atoms 1 to 2:
1. C -0.182
2. N -0.116



b | The following is a quantum chemistry calculation of 4 unconnected molecules or ions with the total composition C4H16N2O2, from OMol25.

Atoms and positions in Å:
N  -2.453  -0.332  -0.704
C  -2.113  0.877  -0.036
C  -1.229  0.638  1.186
N  2.622  0.263  0.368
C  2.046  -0.887  -0.241
C  1.022  -0.535  -1.319
H  -1.897  -1.199  -0.505
H  -3.443  -0.425  -0.865
H  -1.423  1.489  -0.644
H  -3.001  1.472  0.177
H  -0.375  -0.020  1.050
H  -0.865  1.614  1.538
H  -1.759  0.099  1.990
H  1.484  -1.552  0.477
H  2.871  -1.530  -0.595
H  1.449  0.036  -2.152
H  0.692  -1.537  -1.557
H  0.407  0.205  -0.820
H  0.955  3.112  0.945
H  3.179  0.063  1.187
O  0.906  2.237  0.584
H  2.077  1.147  0.383
H  -0.940  -3.144  0.016
O  -0.746  -2.207  -0.020

As for the charge: 0. The HOMO-LUMO gap is 3.63 eV.

Atom charges from the Löwdin analysis, given in e for atoms 1 to 2:
1. N 0.127
2. C -0.291



The most stable of them is a.